[1]
Molecular formula: C28H38Br2N8O4Y
Method: DFT, ωB97M-V with the def2-TZVPD basis set

Results
electronic energy = -190875.0614 eV
maximum force = 0.1 eV Å⁻¹

```
! RIJCOSX wB97M-V def2-TZVPD def2/J DEFGRID3
* xyz 3 1
Y -0.21 0.16 0.55
Br -1.12 -0.34 7.49
C -0.99 -0.16 5.65
C -0.57 1.04 5.08
C -0.48 1.11 3.71
N -0.78 0.09 2.89
C -1.20 -1.07 3.44
C -1.30 -1.23 4.81
C -1.52 -2.17 2.49
C -2.17 -3.32 2.89
C -2.42 -4.33 1.96
Br -3.29 -5.89 2.48
C -2.02 -4.14 0.65
C -1.40 -2.95 0.32
N -1.15 -1.97 1.21
H -0.32 1.89 5.69
H -0.17 2.03 3.23
H -1.61 -2.17 5.25
H -2.49 -3.46 3.92
H -2.18 -4.90 -0.10
H -1.08 -2.77 -0.70
O 3.80 -5.84 -0.55
C 4.86 -4.91 -0.57
N 4.27 -3.69 -0.02
C 4.88 -2.50 -0.16
O 5.91 -2.31 -0.76
C 4.15 -1.31 0.42
C 4.89 -0.24 0.91
C 4.23 0.89 1.37
C 2.85 0.93 1.29
N 2.13 -0.08 0.79
C 2.77 -1.19 0.38
H 4.16 -6.73 -0.62
H 5.21 -4.68 -1.57
H 5.70 -5.24 0.04
H 3.60 -3.84 0.72
H 5.97 -0.30 0.91
H 4.78 1.73 1.78
H 2.31 1.81 1.62
H 2.17 -1.99 -0.02
C -0.43 -0.80 -5.07
N -0.11 -0.95 -3.65
C 1.32 -1.06 -3.34
C -0.98 -0.72 -2.67
O -0.54 -0.34 -1.51
N -2.30 -0.88 -2.83
C -2.90 -1.82 -3.78
C -3.22 -0.30 -1.85
H 0.34 -0.18 -5.53
H -1.39 -0.31 -5.20
H -0.44 -1.76 -5.58
H 1.79 -1.64 -4.12
H 1.46 -1.57 -2.39
H 1.79 -0.07 -3.30
H -2.15 -2.49 -4.18
H -3.40 -1.30 -4.60
H -3.64 -2.41 -3.25
H -2.86 0.67 -1.52
H -3.35 -0.96 -0.99
H -4.18 -0.17 -2.32
C -2.84 3.38 1.75
N -1.99 4.06 0.78
C -2.36 5.46 0.50
C -1.86 5.88 -0.86
C -0.38 5.55 -0.98
N -0.16 4.13 -0.66
C 1.02 3.47 -1.20
C -0.94 3.48 0.21
O -0.64 2.25 0.49
H -3.84 3.24 1.34
H -2.91 3.98 2.65
H -2.42 2.41 2.01
H -1.96 6.09 1.29
H -3.45 5.52 0.55
H -2.01 6.95 -1.00
H -2.41 5.36 -1.65
H 0.22 6.18 -0.31
H -0.03 5.72 -2.00
H 1.46 4.13 -1.95
H 0.76 2.54 -1.69
H 1.77 3.29 -0.43
*
```

[2]
Molecular formula: C24H52Cl6F20HfN2O16P2S4
Method: DFT, ωB97M-V with the def2-TZVPD basis set

Results
electronic energy = -254185.5170 eV
maximum force = 7.0 eV Å⁻¹

```
! RIJCOSX wB97M-V def2-TZVPD def2/J DEFGRID3
* xyz -1 2
Hf -1.33 -11.95 0.37
P -2.68 -14.64 -0.55
F -3.45 -13.36 0.04
F -2.04 -13.42 -1.40
F -1.50 -14.27 0.51
F -1.70 -15.80 -1.19
F -3.37 -15.62 0.54
F -3.97 -14.85 -1.57
P 0.72 -9.42 1.00
F 1.50 -8.68 -0.23
F 0.29 -7.99 1.72
F -0.75 -9.60 0.35
F -0.21 -10.27 1.99
F 0.89 -10.82 0.26
F 2.05 -9.63 1.90
C -0.34 -15.12 3.61
F -1.45 -15.38 4.24
F 0.72 -15.60 4.24
F -0.57 -15.78 2.48
S -0.12 -13.16 3.14
O 0.58 -12.56 4.28
O 0.46 -13.01 1.82
N -1.63 -12.43 2.54
S -2.47 -12.21 3.91
O -1.97 -12.86 5.15
O -2.86 -10.86 4.05
C -4.17 -13.21 3.56
F -3.94 -14.51 3.40
F -4.96 -13.11 4.64
F -4.76 -12.74 2.50
N -3.13 -10.63 0.18
S -3.91 -9.45 0.97
O -4.95 -9.89 1.88
O -4.06 -8.10 0.38
F -2.67 -9.27 1.93
S -4.51 -10.63 -1.04
O -4.58 -9.47 -1.94
O -5.67 -11.43 -0.72
F -3.80 -11.52 -1.99
Cl 4.84 -10.83 5.07
C 3.79 -11.65 3.87
C 3.79 -13.18 4.25
Cl 3.12 -14.18 2.94
H 4.09 -11.39 2.86
H 2.77 -11.27 3.99
H 3.11 -13.23 5.11
H 4.81 -13.53 4.43
Cl -7.61 -15.93 7.69
C -8.43 -15.92 6.09
C -8.36 -14.58 5.48
Cl -9.14 -14.56 3.91
H -9.42 -16.25 6.40
H -7.98 -16.69 5.46
H -7.34 -14.21 5.53
H -8.97 -13.87 6.03
Cl -3.46 -17.53 5.81
C -4.12 -17.75 4.15
C -4.13 -19.21 3.85
Cl -2.61 -20.07 4.02
H -3.46 -17.26 3.44
H -5.13 -17.34 4.13
H -4.47 -19.34 2.82
H -4.81 -19.74 4.52
C -6.75 -14.68 1.25
O -8.02 -14.28 0.72
C -8.31 -14.96 -0.51
C -8.88 -16.33 -0.22
O -10.13 -16.29 0.41
C -11.10 -15.48 -0.24
H -5.96 -14.22 0.66
H -6.51 -15.73 1.39
H -6.78 -14.19 2.23
H -7.42 -15.10 -1.13
H -8.96 -14.34 -1.13
H -8.23 -16.91 0.43
H -8.89 -16.94 -1.12
H -11.09 -15.72 -1.30
H -11.08 -14.42 0.03
H -12.12 -15.75 0.03
C 1.28 -14.25 -0.46
O 0.48 -13.15 -0.85
C 0.87 -12.65 -2.15
C -0.01 -11.61 -2.74
O -0.74 -10.92 -1.78
C -1.33 -9.67 -2.35
H 0.89 -14.86 0.36
H 2.20 -13.83 -0.06
H 1.51 -14.94 -1.27
H 0.85 -13.53 -2.79
H 1.94 -12.43 -2.13
H -0.74 -12.14 -3.35
H 0.51 -10.94 -3.43
H -1.90 -9.17 -1.56
H -2.06 -9.91 -3.13
H -0.53 -9.06 -2.77
C -1.60 -8.26 7.66
O -0.77 -8.57 6.48
C -0.18 -9.86 6.63
C 1.02 -10.01 7.63
O 1.75 -11.29 7.65
C 2.86 -11.34 8.61
H -0.91 -8.37 8.50
H -2.39 -9.00 7.77
H -1.93 -7.23 7.59
H 0.13 -10.07 5.61
H -0.95 -10.60 6.84
H 0.63 -9.86 8.64
H 1.77 -9.24 7.47
H 3.74 -10.93 8.13
H 3.07 -12.34 8.98
H 2.57 -10.84 9.53
C 1.54 -17.89 6.44
O 2.35 -18.84 7.12
C 2.69 -18.44 8.44
C 3.97 -17.55 8.50
O 4.08 -16.50 7.47
C 3.38 -15.32 7.87
H 0.60 -17.62 6.92
H 1.20 -18.26 5.46
H 2.05 -16.97 6.16
H 2.80 -19.35 9.02
H 1.88 -17.90 8.93
H 4.81 -18.20 8.27
H 4.25 -17.14 9.47
H 2.36 -15.54 8.18
H 3.29 -14.68 6.99
H 3.92 -14.74 8.60
*
```